Entry 1:
This record from OMol25 describes a 13-piece molecular cluster, H27NO12 overall. The level of theory is ωB97M-V with the def2-TZVPD basis set.

Atoms and positions in Å:
1 O -2.741 0.906 -0.463
2 O -1.249 2.721 -1.739
3 O 1.615 3.580 -1.575
4 O -0.284 1.343 0.411
5 O 2.442 0.773 -1.498
6 O -1.303 -2.899 0.968
7 O 3.242 -2.260 -0.099
8 O 0.473 0.906 -3.307
9 O -2.726 -1.054 2.347
10 O 1.250 -3.050 1.448
11 O 1.415 1.485 2.555
12 O -1.111 0.218 4.717
13 N -1.150 -1.542 -2.883
14 H 0.710 2.264 2.582
15 H 0.380 1.470 -4.035
16 H 2.894 -1.939 -1.006
17 H -1.034 -0.618 -2.408
18 H 0.779 0.714 2.693
19 H -1.637 -3.489 1.660
20 H 1.204 0.929 -2.773
21 H 1.213 -2.704 2.396
22 H -2.459 0.904 0.471
23 H -3.537 -1.078 1.961
24 H -0.692 1.938 -0.258
25 H -0.265 -1.664 -3.357
26 H -0.652 -0.619 4.406
27 H 2.051 -2.700 1.077
28 H -2.239 -1.871 1.933
29 H -1.992 -0.041 4.268
30 H 2.805 1.537 -2.011
31 H -2.779 -0.085 -0.557
32 H -0.350 -2.685 1.144
33 H -1.105 -2.150 -2.089
34 H -0.861 1.791 -1.774
35 H -2.014 2.253 -1.552
36 H 2.861 0.700 -0.634
37 H 3.824 -2.809 -0.358
38 H 0.475 0.991 0.033
39 H 0.637 3.496 -1.620
40 H 1.914 4.339 -1.074

Values from the calculation:
LUMO energy = -0.08 eV
HOMO level = -10.039 eV
orbital gap = 9.9548 eV
total charge = 0


Entry 2:
This record from OMol25 describes C37H37Cl3O2P2Ru as an isolated structure. The level of theory is ωB97M-V with the def2-TZVPD basis set.

Atoms and positions in Å:
1 Ru -0.059 0.542 1.650
2 Cl -4.157 0.409 4.419
3 Cl -1.845 -0.100 6.145
4 Cl -3.040 2.568 6.019
5 P -1.221 -0.950 0.475
6 P 1.822 0.019 0.662
7 O -0.980 2.461 3.942
8 O -1.595 0.455 3.078
9 C 4.609 -0.553 0.895
10 C -2.231 -2.359 0.945
11 C -2.726 2.795 0.299
12 C 3.411 3.332 -1.156
13 C -4.608 1.329 -0.141
14 C 1.345 -0.267 -3.740
15 C -1.071 1.563 -4.335
16 C 3.051 -2.268 1.647
17 C -1.856 1.699 0.216
18 C 0.405 2.010 -4.342
19 C 2.512 1.700 0.378
20 C 5.438 -2.657 1.779
21 C -0.014 -1.529 -0.702
22 C -1.564 -0.427 -2.905
23 C 5.676 -1.393 1.230
24 C -1.644 1.425 3.934
25 C -3.371 -4.418 0.404
26 C 3.293 -0.997 1.099
27 C 1.233 -0.971 -0.723
28 C 3.048 2.016 -0.875
29 C 0.366 -1.119 -4.504
30 C 4.126 -3.095 1.986
31 C 2.459 2.670 1.394
32 C -2.591 -3.334 -0.004
33 C -2.673 1.103 5.116
34 C -1.508 0.899 -3.057
35 C -1.012 -1.437 -3.865
36 C -4.097 2.602 0.123
37 C -3.774 -4.527 1.742
38 C -2.642 -2.463 2.286
39 C -3.403 -3.558 2.684
40 C 1.366 1.069 -3.680
41 C 1.260 0.099 3.202
42 C -3.762 0.216 -0.181
43 C -2.386 0.413 0.016
44 C 2.895 3.971 1.126
45 C 3.341 4.310 -0.155
46 H 6.696 -1.049 1.062
47 H -3.710 -3.647 3.728
48 H 0.859 -2.096 -4.674
49 H 0.475 2.988 -3.838
50 H 1.979 -1.293 -1.453
51 H -4.779 3.459 0.201
52 H -1.734 -1.588 -4.686
53 H -4.391 -5.372 2.054
54 H 3.642 5.334 -0.374
55 H -2.267 -3.234 -1.042
56 H -2.165 -0.868 -2.102
57 H -2.369 -1.664 2.979
58 H 2.352 0.085 3.051
59 H -1.248 0.899 -5.194
60 H 2.235 1.577 -3.263
61 H 2.873 4.721 1.920
62 H -1.859 1.585 -2.280
63 H 2.196 -0.830 -3.341
64 H 6.278 -3.304 2.039
65 H 2.046 2.403 2.371
66 H 1.025 0.907 3.922
67 H -4.152 -0.790 -0.349
68 H 0.180 -0.688 -5.502
69 H 2.023 -2.597 1.820
70 H 0.698 2.204 -5.393
71 H 0.946 -0.876 3.622
72 H -2.308 3.777 0.527
73 H 3.161 1.219 -1.615
74 H 3.752 3.598 -2.157
75 H -3.666 -5.176 -0.324
76 H -0.942 -2.406 -3.354
77 H 4.794 0.448 0.495
78 H -0.750 1.851 0.288
79 H -1.685 2.465 -4.487
80 H -0.270 -2.409 -1.300
81 H -5.679 1.188 -0.294
82 H 3.939 -4.078 2.414

Values from the calculation:
spin multiplicity = 5
LUMO energy (alpha / beta) = -6.11 / -10.46 eV
HOMO level (alpha / beta) = -12.554 / -14.187 eV
<S²> = 6.017
orbital gap (alpha / beta) = 6.4456 / 3.7308 eV
total charge = +2


Entry 3:
This record from OMol25 describes C9H25N2O2Si2 as an isolated structure. The level of theory is ωB97M-V with the def2-TZVPD basis set.

Atoms and positions in Å:
1 Si -2.436 -0.424 1.410
2 Si 0.378 -0.009 0.535
3 O -5.058 0.141 0.792
4 O -1.092 -0.769 0.490
5 N 2.254 -3.044 -4.144
6 N 1.627 -3.063 -0.870
7 C 1.440 -0.491 1.983
8 C -3.979 -0.667 0.350
9 C 1.442 2.631 -0.012
10 C 1.271 -0.634 -1.037
11 C -4.996 1.455 0.284
12 C 1.235 -0.052 3.237
13 C 2.650 2.563 0.923
14 C 0.209 1.849 0.484
15 C 2.074 -1.868 -0.776
16 H 0.640 -2.992 -1.142
17 H -4.033 1.936 0.489
18 H 0.248 -0.013 3.694
19 H 1.567 -2.436 -4.592
20 H 1.917 0.145 -1.448
21 H 2.336 -1.092 1.811
22 H 2.063 0.280 3.860
23 H -3.773 -0.543 -0.722
24 H -5.775 2.031 0.778
25 H 3.173 -2.883 -4.558
26 H 3.325 1.738 0.680
27 H -0.648 2.114 -0.145
28 H 1.983 -4.021 -4.276
29 H 3.114 -1.716 -0.483
30 H 2.286 -2.841 -3.129
31 H -4.301 -1.705 0.475
32 H -2.454 -1.308 2.592
33 H -5.177 1.473 -0.796
34 H -2.393 0.973 1.900
35 H 2.343 2.456 1.962
36 H 1.139 3.674 -0.123
37 H 1.702 2.298 -1.020
38 H 0.506 -0.861 -1.787
39 H -0.047 2.199 1.488
40 H 3.238 3.477 0.845

Values from the calculation:
LUMO energy = -4.07 eV
HOMO level = -11.275 eV
orbital gap = 7.2071 eV
total charge = +1


Here are the calculated energy numbers, same order: -26496.6711; -101769.7802; -32562.7160 (eV).
Here are the calculated F_max numbers, same order: 10.2; 4.5; 1.3 (eV/Å).
Here are the calculated relative energy (zero: lowest compared OMol25 entry of this formula, charge and spin) numbers, same order: 1.557; 1.383; 0.000 (eV).